# C36H52F18N2O15

A cluster of 7 separate species, C36H52F18N2O15 in total at a distorted geometry (the ωB97M-V functional and the def2-TZVPD basis, OMol25).

HOMO level ... -0.3455 Eh
SMILES string ... CCN[C@@H]1C[C@@H](CCCCNC(C)=O)C(=O)O1.CCOC(=O)C(F)(F)F.CCOC(=O)C(F)(F)F.CCOC(=O)C(F)(F)F.CCOC(=O)C(F)(F)F.CCOC(=O)C(F)(F)F.CCOC(=O)C(F)(F)F
HOMO-LUMO gap ... 9.63 eV

Last column: Mulliken charge in e.
Element x y z (Å)
C -2.300385 -5.176430 1.193407  -0.426
C -3.022140 -6.053649 -0.009196  -0.317
N -3.491231 -5.221792 -1.181900  -0.140
C -4.839295 -4.577023 -0.949996  -0.102
C -4.779057 -3.212567 -1.915885  -1.000
C -3.998337 -2.241630 -0.850548  2.002
C -3.570346 -0.715820 -1.268789  -0.772
C -1.915954 -0.620647 -1.395206  -0.411
C -1.131651 -0.695943 0.041142  -0.274
C -0.076503 -1.989024 0.154441  0.026
N 1.119012 -1.879804 -0.749658  0.001
C 0.984855 -2.592449 -2.064201  0.392
C -0.067491 -3.773322 -2.479955  -0.130
O 1.888398 -2.249659 -3.025836  -0.660
C -4.965405 -2.496053 0.457778  0.302
O -5.478101 -1.632176 1.357489  -0.609
O -5.167049 -3.979652 0.353663  -0.360
H -2.612792 -4.042187 1.151602  0.047
H -2.747216 -5.594281 2.212687  0.337
H -1.134704 -5.281718 1.231485  0.087
H -2.165718 -6.768652 -0.434128  0.080
H -3.857603 -6.801846 0.399330  0.327
H -3.455209 -5.768721 -2.083134  0.304
H -5.780204 -5.243179 -1.236107  0.299
H -5.853445 -2.827380 -2.173225  0.313
H -4.049566 -3.518836 -2.785536  0.237
H -2.964045 -2.715630 -0.545661  -1.283
H -4.046113 -0.500165 -2.337703  0.257
H -3.954863 0.126430 -0.553117  0.305
H -1.537954 -1.392016 -2.189560  0.172
H -1.686495 0.458564 -1.843674  0.310
H -0.636446 0.321111 0.375867  0.055
H -1.963155 -0.924753 0.866836  0.301
H -0.663539 -2.999178 0.115905  -0.286
H 0.345863 -1.911292 1.269559  0.118
H 1.234945 -0.867112 -0.978435  0.223
H -1.095960 -3.713423 -1.906962  -0.199
H 0.376374 -4.849541 -2.283792  0.158
H -0.313538 -3.703664 -3.633666  0.276
C -9.258665 -0.990821 -6.591949  -1.095
C -7.749656 -1.034880 -6.437339  -0.227
O -7.381203 -1.871443 -5.330137  -0.265
C -7.336591 -3.219918 -5.580492  0.104
O -7.592789 -3.720936 -6.671206  -0.525
C -6.883767 -3.981470 -4.336543  1.184
F -7.500514 -3.549601 -3.198528  -0.282
F -5.544371 -3.852827 -4.114310  -0.241
F -7.129542 -5.320288 -4.412886  -0.253
H -9.732567 -0.680548 -5.655126  0.305
H -9.546647 -0.293140 -7.383234  0.370
H -9.658915 -1.979063 -6.838734  0.313
H -7.374942 -0.030337 -6.215543  0.310
H -7.258060 -1.365077 -7.359552  0.319
C 4.622073 -7.459699 -2.605859  -1.242
C 4.480725 -7.030718 -1.157084  -0.117
O 3.114860 -7.144383 -0.729316  -0.133
C 2.706397 -8.394678 -0.338198  0.280
O 3.433715 -9.383264 -0.342531  -0.534
C 1.255596 -8.360287 0.137634  0.880
F 0.444936 -7.638460 -0.689265  -0.239
F 1.133398 -7.798109 1.374138  -0.229
F 0.694758 -9.599735 0.226491  -0.260
H 3.933941 -6.895138 -3.243227  0.290
H 5.644607 -7.299932 -2.959020  0.391
H 4.374126 -8.518425 -2.729735  0.318
H 4.758112 -5.976147 -1.058865  0.264
H 5.146815 -7.600974 -0.499585  0.345
C -0.823855 5.739451 3.539008  -1.141
C -0.783669 5.918143 2.032552  -0.066
O 0.313009 5.183632 1.467502  -0.157
C 0.094140 3.847397 1.244731  0.221
O -0.960857 3.275783 1.502707  -0.577
C 1.318796 3.204116 0.597563  0.973
F 2.489238 3.583695 1.187436  -0.241
F 1.434952 3.531689 -0.721195  -0.273
F 1.295271 1.842007 0.650236  -0.263
H 0.138229 6.012033 3.984637  0.219
H -1.608261 6.359558 3.981724  0.337
H -1.014355 4.695727 3.807476  0.431
H -0.616543 6.973420 1.793452  0.200
H -1.732035 5.628925 1.565509  0.339
C 3.062212 -2.824366 1.892947  -0.742
C 4.571222 -2.868425 2.047557  -0.386
O 4.939675 -3.704988 3.154759  -0.325
C 4.984287 -5.053463 2.904404  0.365
O 4.728088 -5.554481 1.813690  -0.510
C 5.437111 -5.815015 4.148354  0.843
F 4.820363 -5.383147 5.286368  -0.244
F 6.776507 -5.686372 4.370586  -0.252
F 5.191336 -7.153833 4.072010  -0.230
H 2.588310 -2.514093 2.829770  0.349
H 2.774231 -2.126685 1.101662  0.230
H 2.661963 -3.812608 1.646162  0.275
H 4.945935 -1.863883 2.269353  0.352
H 5.062818 -3.198622 1.125345  0.305
C 4.040398 10.264259 5.219083  -1.024
C 2.904475 9.596854 5.972212  -0.182
O 1.642442 9.917248 5.367141  -0.323
C 1.285956 9.162787 4.277756  0.340
O 1.978404 8.261176 3.815233  -0.486
C -0.093832 9.574540 3.768770  0.882
F -0.251108 10.928433 3.703956  -0.254
F -1.096053 9.114210 4.570997  -0.265
F -0.362089 9.104209 2.517572  -0.239
H 3.871717 11.343446 5.145651  0.307
H 4.995064 10.087872 5.722396  0.365
H 4.112646 9.883319 4.195662  0.252
H 2.871427 9.978285 6.997944  0.337
H 3.044613 8.511803 6.037016  0.277
C 2.875899 7.141614 0.285120  -0.689
C 4.251398 6.805630 -0.260838  -0.375
O 4.689273 7.817935 -1.180075  -0.330
C 5.248857 8.939640 -0.621778  0.381
O 5.381878 9.107334 0.586732  -0.517
C 5.713796 9.905162 -1.709905  0.842
F 4.794255 10.061879 -2.705821  -0.240
F 6.860685 9.483439 -2.315475  -0.248
F 5.972350 11.157066 -1.236033  -0.239
H 2.165925 7.301880 -0.532647  0.337
H 2.505176 6.335097 0.923804  0.122
H 2.899144 8.065268 0.871676  0.280
H 4.203348 5.866320 -0.821282  0.323
H 4.982074 6.663111 0.543509  0.341

Cartesian forces (eV/Å) of the 3 atoms listed first:
C -1.171 -0.251 0.733
C 1.465 -1.446 -0.085
N -0.683 -0.541 1.884

---

# C36H52N2P

A cluster of 2 separate species, C36H52N2P in total at a distorted geometry (the ωB97M-V functional and the def2-TZVPD basis, OMol25).

HOMO level ... -0.3865 Eh
Net charge ... +1
HOMO-LUMO gap ... 5.77 eV

Last column: Mulliken charge in e.
Element x y z (Å)
C -2.804705 -3.305705 1.987156  -0.635
C -1.536035 -3.004767 1.186188  -1.133
C -0.825923 -1.732593 1.652484  -0.681
C -0.610309 -1.708123 3.172489  -0.242
P 0.166217 -0.110001 3.801695  0.861
C 1.774211 -0.171382 2.786988  -0.007
C 2.680117 1.017612 3.127047  0.205
C 3.951860 1.021201 2.270921  -1.032
C 4.722700 -0.301204 2.314428  -0.683
C 3.823138 -1.523573 2.098065  -0.916
C 2.525448 -1.503018 2.918531  -0.700
C -0.839887 1.139209 2.787060  -0.156
C -2.356503 0.923199 2.886843  -0.090
C -3.144528 1.941465 2.058717  -1.183
C -2.723602 3.395882 2.289315  -0.707
C -1.207585 3.596062 2.289263  -0.920
C -0.451573 2.577640 3.151026  0.056
C -1.838862 -2.083329 4.025149  -0.080
C -2.546951 -3.333935 3.497820  -1.114
H -3.578976 -2.557868 1.756071  0.328
H -3.205140 -4.275547 1.664846  0.428
H -0.835951 -3.845694 1.278559  0.372
H -1.778671 -2.909413 0.121287  0.399
H 0.141150 -1.657447 1.134392  0.202
H -1.402612 -0.860780 1.325524  0.165
H 0.143334 -2.477849 3.401906  0.928
H 1.447463 -0.062495 1.738762  0.644
H 2.160091 1.963469 2.940207  -0.347
H 2.931840 0.997542 4.197972  -0.060
H 3.670746 1.231396 1.228477  0.357
H 4.602248 1.841599 2.594255  0.432
H 5.504711 -0.287415 1.544397  0.378
H 5.247348 -0.395115 3.276710  0.293
H 3.563978 -1.585884 1.031553  0.334
H 4.382756 -2.435540 2.336125  0.397
H 2.748055 -1.696474 3.978901  0.216
H 1.907705 -2.341021 2.569498  0.203
H -0.538506 0.967259 1.739575  0.773
H -2.636639 -0.072995 2.522338  -0.171
H -2.668021 0.971522 3.943025  0.010
H -3.021082 1.694386 0.995004  0.373
H -4.212131 1.824536 2.278710  0.397
H -3.171717 4.025497 1.512728  0.394
H -3.138638 3.743796 3.244063  0.299
H -0.840060 3.513936 1.257061  0.356
H -0.962793 4.606085 2.632656  0.415
H -0.635679 2.751775 4.222746  0.114
H 0.620291 2.736185 2.986817  -0.279
H -1.503635 -2.268801 5.057244  -0.135
H -2.550739 -1.250289 4.096845  0.147
H -3.494790 -3.472615 4.029881  0.403
H -1.920623 -4.205457 3.729099  0.354
C 6.125575 2.836115 7.009469  -0.987
N 5.303626 2.104260 7.950741  0.302
C 6.029411 1.467552 9.031055  -1.024
C 3.926948 1.917023 7.759351  -0.434
C 3.450227 0.730635 7.148502  -0.162
C 2.088959 0.531923 6.991998  -0.163
C 1.145596 1.506886 7.390239  0.177
C -0.256278 1.250786 7.197831  -0.026
C -0.854969 0.045943 7.578322  1.366
C -2.289544 -0.236590 7.559602  0.463
C -3.403711 0.523414 7.233897  -0.010
C -4.673156 -0.070167 7.336994  -0.972
C -4.815501 -1.407105 7.760652  -0.752
C -3.693439 -2.187316 8.086700  -0.991
C -2.452897 -1.572936 7.985441  0.196
N -1.187105 -2.089425 8.306421  0.258
C -0.971871 -3.417826 8.851030  -0.917
C -0.237022 -1.130728 8.097780  -1.014
C 1.636830 2.698547 7.995147  -0.843
C 2.993265 2.896349 8.183569  -0.419
H 5.494772 3.238759 6.209181  0.285
H 6.639054 3.669559 7.512339  0.325
H 6.895361 2.185232 6.562421  0.307
H 5.328858 0.926910 9.675769  0.287
H 6.782356 0.760731 8.650033  0.327
H 6.554519 2.223377 9.634168  0.336
H 4.165293 -0.017260 6.806484  0.487
H 1.731174 -0.393478 6.539949  -0.014
H -0.923738 2.081788 6.932437  0.404
H -3.254656 1.554148 6.911088  0.440
H -5.559565 0.514044 7.087737  0.431
H -5.811165 -1.842280 7.844538  0.428
H -3.765616 -3.226219 8.417528  0.288
H -1.942747 -3.917412 8.910287  0.280
H -0.301688 -4.020561 8.223185  0.352
H -0.541422 -3.375026 9.860461  0.349
H 0.814927 -1.280557 8.318723  0.736
H 0.922370 3.453575 8.326875  0.474
H 3.377037 3.797076 8.670801  0.467

Cartesian forces (eV/Å) of the 3 atoms listed first:
C -0.050 0.061 -0.040
C 0.077 -0.044 0.019
C -0.140 -0.021 -0.105